C5H9N3 | ωB97M-V/def2-TZVPD

Geometry (Å):
N (1.1508, 0.4148, 0.2460)
N (0.0981, 0.1048, -2.2322)
N (-0.3248, 1.1633, 1.9286)
C (0.4950, 0.2906, 1.4933)
C (-1.8967, -1.9785, 0.0407)
C (-1.3899, -0.7742, -0.1736)
C (0.1896, -0.5164, -1.1229)
C (1.8726, 1.4671, 0.0488)
H (-1.9838, 0.1356, -0.2327)
H (0.7740, 0.8408, -2.4332)
H (-0.4916, 1.8760, 1.2078)
H (1.6066, 2.3144, -0.5829)
H (-1.2843, -2.8752, 0.0539)
H (0.6543, -1.5030, -1.0552)
H (-2.9609, -2.1185, 0.2227)
H (2.7908, 1.7839, 0.5416)
H (0.7003, -0.6255, 2.0495)

LUMO energy (alpha / beta), eV: -1.5 / -1.5
Net charge: 0
Energy relative to the best compared isomer or geometry (same formula, charge and spin), eV: 7.8236
HOMO-LUMO gap (alpha / beta), eV: 5.965 / 5.959

Partial atomic charges computed with the Mulliken method, in multiples of e: -0.093, -0.677, -0.544, -0.155, -0.575, -0.289, 0.212, -0.317, 0.248, 0.203, 0.284, 0.304, 0.213, 0.271, 0.256, 0.262, 0.396